Formula: C6H9O2S
Source: the OMol25 dataset
Level of theory: ωB97M-V/def2-TZVPD

Properties
E_HOMO, eV: -3.57
Lowest unoccupied orbital energy, eV: 3.29
Total charge: -1
Frontier orbital gap, Ha: 0.25192

Last column: natural (NBO) charge in e.
CARTESIAN COORDINATES (ANGSTROEM)
C -0.8537 0.3035 -0.1305  -0.132
C -1.8716 0.9886 -0.1592  -0.293
C 1.5610 1.1638 -0.0720  -0.599
C 0.7552 -1.0560 1.1973  -0.603
C 0.8542 -0.9316 -1.3766  -0.589
C 0.6156 -0.1075 -0.0168  -0.116
O -3.7064 1.5023 1.4696  -1.048
O -4.2396 -0.0349 -0.3330  -1.033
S -3.7101 1.2688 0.0074  1.535
H 2.4349 0.9788 -0.7984  0.187
H 1.9908 1.3911 0.8909  0.204
H 0.9045 1.9938 -0.3898  0.242
H 0.7384 -0.5685 2.2531  0.215
H 1.7501 -1.5678 1.1898  0.187
H -0.0292 -1.9454 1.2246  0.227
H 0.8467 -2.0269 -1.1697  0.199
H 0.0872 -0.7350 -2.0987  0.230
H 1.8720 -0.6170 -1.6879  0.186

---

Formula: C4H9PS
Source: the OMol25 dataset
Level of theory: ωB97M-V/def2-TZVPD

Properties
E_HOMO, eV: -7.61
Lowest unoccupied orbital energy, eV: -0.25
Total charge: 0
Frontier orbital gap, Ha: 0.27046

Last column: natural (NBO) charge in e.
CARTESIAN COORDINATES (ANGSTROEM)
C -1.2152 -0.0271 0.3791  -0.141
C 1.1621 0.4245 0.6526  -0.592
C 0.4099 -1.6299 -0.7021  -0.593
C 0.0735 -0.7184 0.4711  -0.374
P -1.0472 1.9063 -1.3915  0.063
S -2.5643 -0.1158 1.1034  0.187
H 1.5477 0.9970 -0.1299  0.220
H 0.7432 1.0712 1.4191  0.214
H 1.9340 0.0327 1.2323  0.215
H 0.6722 -0.9880 -1.5168  0.215
H 1.1728 -2.2758 -0.4358  0.216
H -0.3198 -2.3211 -1.0896  0.220
H 0.1297 -1.3615 1.4068  0.222
H -0.4200 2.4623 -0.3765  -0.053
H -2.2785 2.5436 -1.0222  -0.020

---

Formula: C25H37CsN5O5
Source: the OMol25 dataset
Level of theory: ωB97M-V/def2-TZVPD

Properties
E_HOMO, eV: -4.63
Lowest unoccupied orbital energy, eV: 1.84
Total charge: -1
Frontier orbital gap, Ha: 0.23770

Last column: Mulliken charge in e.
CARTESIAN COORDINATES (ANGSTROEM)
Cs 0.4694 0.3580 0.0276  1.224
O 8.0705 -2.2262 0.0757  -0.728
C 7.7283 -1.1974 0.6845  0.427
O 8.4197 -0.3213 1.2451  -0.741
C 6.2033 -0.9369 0.7361  0.213
C 5.6877 0.1085 1.4947  -0.495
C 4.3313 0.3664 1.4557  -0.636
N 3.4720 -0.3229 0.6990  0.083
C 3.9608 -1.3557 0.0061  0.464
C 5.3051 -1.7077 0.0120  -0.531
C 2.9286 -2.1320 -0.7873  0.028
O 2.9340 -3.3915 -0.6480  -0.956
O 2.0977 -1.4890 -1.4591  -0.782
H 6.3727 0.7061 2.0824  0.449
H 3.9058 1.1841 2.0336  0.430
H 5.6686 -2.5556 -0.5517  0.580
C 0.2069 -5.4735 -0.5310  -0.986
N 0.4248 -4.0277 -0.3662  0.331
C 0.4577 -3.6797 1.0744  -1.120
C -0.5831 -3.2001 -1.1444  -0.855
C -1.8898 -2.9927 -0.4224  0.691
C -2.9024 -3.9401 -0.5950  -0.114
C -4.0977 -3.8289 0.1015  -0.753
C -4.2522 -2.7633 0.9776  -0.536
C -3.2325 -1.8217 1.1155  -1.399
C -2.0109 -1.8598 0.4179  0.049
H 0.9728 -6.0100 0.0258  0.342
H 0.2818 -5.7276 -1.5861  0.364
H -0.7812 -5.7352 -0.1547  0.391
H 1.4220 -3.7842 -0.7127  0.415
H -0.4678 -3.9984 1.5481  0.496
H 0.5325 -2.6011 1.1713  0.279
H 1.3262 -4.1602 1.5189  0.348
H -0.6978 -3.7110 -2.1029  0.546
H -0.0810 -2.2570 -1.3225  -0.042
H -2.7669 -4.7668 -1.2910  0.388
H -4.8887 -4.5568 -0.0350  0.379
H -5.1731 -2.6665 1.5469  0.376
H -3.4104 -1.0102 1.8233  0.455
C -5.2070 0.8162 -0.7396  -0.881
C -5.0128 1.5414 0.5893  -1.080
N -4.3912 2.8558 0.4865  0.262
C -5.2641 4.0120 0.5809  -0.774
C -6.0784 4.2755 -0.6802  -1.027
C -3.0442 2.9484 0.2238  1.103
C -2.4532 4.3275 0.0764  -1.363
N -2.2479 1.9538 0.0951  -0.295
H -5.5996 -0.1859 -0.5630  0.316
H -4.2627 0.7048 -1.2710  0.255
H -5.8995 1.3564 -1.3865  0.353
H -4.4179 0.9178 1.2612  0.404
H -5.9785 1.6835 1.0788  0.359
H -4.6710 4.8890 0.8272  0.430
H -5.9409 3.8569 1.4270  0.329
H -5.4247 4.4183 -1.5422  0.246
H -6.6902 5.1719 -0.5586  0.407
H -6.7451 3.4414 -0.9011  0.277
H -2.5153 4.8874 1.0114  0.327
H -2.9612 4.9076 -0.6963  0.262
H -1.4076 4.2091 -0.1921  0.276
H -2.7113 1.0500 0.2100  -0.242
C 4.6922 3.9709 0.2563  -0.953
N 4.2532 2.9632 -0.6807  0.116
C 5.2681 2.1883 -1.3699  -0.948
C 2.9488 2.6658 -0.8121  0.134
O 2.0163 3.2076 -0.2320  -0.676
H 5.2846 4.7362 -0.2513  0.324
H 5.3110 3.5178 1.0348  0.290
H 3.8162 4.4303 0.7065  0.302
H 5.8289 2.8118 -2.0703  0.332
H 4.7939 1.3747 -1.9165  0.256
H 5.9627 1.7511 -0.6508  0.336
H 2.8033 1.8289 -1.5153  0.469

---

Formula: C53H91B3N13O4P
Source: the OMol25 dataset
Level of theory: ωB97M-V/def2-TZVPD

Properties
E_HOMO, eV: -7.66
Lowest unoccupied orbital energy, eV: 0.24
Total charge: 0
Frontier orbital gap, Ha: 0.29034

Last column: Mulliken charge in e.
CARTESIAN COORDINATES (ANGSTROEM)
C -8.5139 1.4882 -6.0843  -1.417
C -7.2196 2.2851 -5.9866  0.899
C -5.9755 1.5758 -6.5213  -1.002
N -7.2730 3.4721 -5.5303  -0.555
B -6.2716 3.8094 -4.5386  -0.036
O -6.7131 4.0410 -3.2324  -0.531
B -5.7102 4.2797 -2.3049  1.060
C -6.0859 4.4844 -0.7724  0.513
C -7.3688 4.2446 -0.3197  -0.751
C -7.6897 4.3701 1.0064  -0.387
C -6.7451 4.7390 1.9254  -0.699
C -5.4705 5.0177 1.4833  -0.217
C -5.1286 4.8992 0.1652  -0.554
O -4.3548 4.3047 -2.6120  -0.094
B -4.2255 3.4799 -3.7320  0.387
P -3.1738 1.8670 -3.6903  0.369
N -4.2050 0.6276 -3.0847  -0.585
O -2.7363 1.4857 -5.2530  -0.521
O -4.9137 3.9466 -4.8682  -0.300
H -8.7057 1.3104 -7.1537  0.356
H -9.3448 2.0554 -5.6746  0.355
H -8.4013 0.4963 -5.6393  0.344
H -6.2989 0.8691 -7.2913  0.453
H -5.3666 2.3226 -7.0294  0.274
H -5.4045 1.0437 -5.7614  0.074
H -8.1275 3.9448 -1.0347  0.348
H -8.6886 4.1599 1.3730  0.368
H -7.0015 4.8085 2.9747  0.392
H -4.7217 5.3191 2.2089  0.319
H -4.1110 5.1251 -0.1320  0.236
H -3.6188 -0.0867 -2.6673  0.315
H -4.7216 0.1638 -3.8275  0.241
H -1.7764 1.3931 -5.2068  0.233
C -2.5614 9.9346 -2.4135  -1.192
C -3.3023 8.8112 -3.1304  -0.586
C -3.7748 7.7063 -2.1801  0.332
C -2.6208 7.0922 -1.4975  0.242
N -1.7175 6.6290 -0.9550  -0.554
H -1.6501 9.5718 -1.9359  0.340
H -2.2705 10.7110 -3.1216  0.362
H -3.1906 10.3936 -1.6479  0.291
H -2.6497 8.3836 -3.8941  0.311
H -4.1702 9.2267 -3.6459  0.369
H -4.3107 6.9331 -2.7303  -0.224
H -4.4531 8.1106 -1.4269  0.376
C 2.0985 0.2211 -6.0731  -0.951
C 2.2923 -0.8893 -5.0470  -0.149
C 0.9703 -1.4760 -4.5396  0.033
C 0.1590 -0.4420 -3.8835  0.049
N -0.4581 0.3681 -3.3430  -0.564
H 1.5655 1.0740 -5.6430  0.318
H 3.0687 0.5853 -6.4261  0.126
H 1.5352 -0.1355 -6.9392  0.330
H 2.8693 -0.4970 -4.2055  0.088
H 2.8822 -1.6902 -5.4958  0.327
H 1.1638 -2.2731 -3.8188  0.243
H 0.3964 -1.8993 -5.3661  0.255
C 1.8340 -0.6243 -0.8486  -0.935
C 2.7000 -1.7224 -0.2473  0.126
C 4.0906 -1.2195 0.1556  -0.465
C 4.8017 -0.7089 -1.0278  0.295
N 5.3577 -0.3130 -1.9556  -0.495
H 2.2648 -0.2283 -1.7705  0.247
H 0.8429 -1.0078 -1.0943  0.276
H 1.7118 0.2035 -0.1448  0.255
H 2.7983 -2.5400 -0.9647  0.373
H 2.2035 -2.1240 0.6224  -0.379
H 4.6732 -2.0291 0.5968  0.294
H 4.0096 -0.4222 0.8935  0.271
C -0.3639 -1.8414 5.0212  -1.141
C -0.7499 -0.8281 3.9479  0.000
C -0.1403 -1.1605 2.5871  -0.175
C 1.3264 -1.1608 2.6835  0.213
N 2.4749 -1.1698 2.7637  -0.358
H 0.7099 -1.8589 5.1916  0.310
H -0.8378 -1.5885 5.9715  0.389
H -0.6850 -2.8481 4.7409  0.239
H -0.4284 0.1678 4.2596  -0.166
H -1.8362 -0.7954 3.8548  0.407
H -0.4439 -0.4238 1.8417  0.390
H -0.4719 -2.1420 2.2429  0.000
C -1.5149 4.0184 1.5743  -0.749
C -1.4567 4.6599 2.9576  -0.413
C -1.1177 3.6677 4.0763  -0.360
C -2.1368 2.6110 4.1521  0.299
N -2.9423 1.7904 4.2078  -0.568
H -2.3009 3.2625 1.5124  0.348
H -1.7290 4.7710 0.8166  -0.051
H -0.5639 3.5456 1.3188  0.404
H -2.4178 5.1326 3.1712  0.155
H -0.7043 5.4507 2.9507  0.363
H -1.0762 4.1815 5.0375  0.380
H -0.1446 3.2061 3.8973  0.300
C 5.4246 -1.6001 4.8173  -0.750
C 5.5193 -1.7836 6.3288  -0.501
C 4.8137 -3.0528 6.8191  -0.044
C 3.3819 -3.0074 6.4909  0.240
N 2.2591 -2.9684 6.2398  -0.506
H 4.3911 -1.4844 4.4891  0.102
H 5.9639 -0.7039 4.5102  0.369
H 5.8576 -2.4532 4.2885  0.186
H 5.0889 -0.9110 6.8247  0.265
H 6.5709 -1.8317 6.6196  0.342
H 4.9186 -3.1510 7.9001  0.338
H 5.2525 -3.9380 6.3544  -0.118
C 3.3473 -6.2553 3.8994  -0.832
C 4.4978 -7.2513 3.8137  -0.598
C 5.8545 -6.6147 4.1314  -0.349
C 6.1529 -5.5344 3.1791  0.300
N 6.3863 -4.6903 2.4325  -0.484
H 3.4565 -5.4517 3.1683  0.355
H 2.3982 -6.7524 3.6976  0.192
H 3.2885 -5.8074 4.8938  0.238
H 4.5210 -7.6866 2.8124  0.308
H 4.3188 -8.0696 4.5139  0.355
H 6.6464 -7.3614 4.0719  0.327
H 5.8553 -6.2016 5.1415  0.189
C -2.3775 -5.5315 1.6135  -1.129
C -1.2333 -6.5356 1.5249  -0.645
C 0.1303 -5.9121 1.8414  -0.133
C 0.4371 -4.8372 0.8884  0.200
N 0.6777 -3.9825 0.1557  -0.407
H -2.2629 -4.7286 0.8833  0.334
H -3.3301 -6.0210 1.4110  0.350
H -2.4316 -5.0851 2.6088  0.273
H -1.2151 -6.9696 0.5230  0.322
H -1.4184 -7.3525 2.2249  0.341
H 0.9131 -6.6681 1.7779  0.268
H 0.1406 -5.4994 2.8520  0.216
C -0.5312 -5.7467 -5.2395  -1.064
C 0.5417 -6.8210 -5.3807  -0.442
C 1.9484 -6.3014 -5.0667  -0.294
C 2.3144 -5.2156 -5.9876  0.234
N 2.6010 -4.3647 -6.7077  -0.465
H -0.3731 -4.9289 -5.9446  0.306
H -1.5174 -6.1647 -5.4424  0.344
H -0.5407 -5.3318 -4.2290  0.268
H 0.5164 -7.2207 -6.3963  0.294
H 0.3124 -7.6475 -4.7053  0.314
H 2.6799 -7.1035 -5.1661  0.294
H 1.9972 -5.9249 -4.0436  0.230
C 0.1799 0.1783 10.4768  -1.185
C -0.2026 1.1963 9.4084  -0.556
C 0.3985 0.8735 8.0364  0.357
C 1.8678 0.8638 8.1081  0.277
N 3.0174 0.8521 8.1662  -0.514
H 1.2579 0.1593 10.6437  0.358
H -0.2920 0.4289 11.4272  0.344
H -0.1411 -0.8263 10.1940  0.300
H 0.1227 2.1886 9.7278  0.320
H -1.2899 1.2289 9.3176  0.335
H 0.0855 1.6187 7.3043  0.100
H 0.0589 -0.1035 7.6894  -0.136
C 6.9399 1.2217 -4.8100  -1.089
C 7.2171 2.4194 -5.7137  -0.477
C 5.9378 3.1301 -6.1694  -0.367
C 5.0848 2.2110 -6.9349  0.230
N 4.4182 1.4897 -7.5358  -0.535
H 6.3658 0.4525 -5.3288  0.293
H 7.8751 0.7650 -4.4863  0.367
H 6.3847 1.5171 -3.9189  0.303
H 7.7822 2.0866 -6.5872  0.313
H 7.8453 3.1346 -5.1791  0.317
H 6.1822 3.9853 -6.8002  0.299
H 5.3761 3.4950 -5.3081  0.276

---

Results for energy above the lowest of the compared OMol25 structures with the same formula, charge and spin: 50.54 83.33 0.00 0.00 (in kcal/mol, following the order of the records).